Entry 1:
This record from OMol25 describes a 5-piece molecular cluster, H10O5 overall. The level of theory is ωB97M-V/def2-TZVPD.

Each line ends with the Mulliken charge.
Cartesian coordinates (Å):
O -1.332 0.065 -0.157  -0.672
H 0.826 2.156 1.524  0.298
H -1.027 -0.879 -0.376  0.422
O 0.630 1.228 1.362  -0.706
H 2.509 -1.230 0.137  0.270
H -0.441 0.162 0.231  0.303
O 2.856 -0.391 0.030  -0.604
H -2.058 1.334 -1.317  0.404
H 0.495 0.934 2.251  0.325
H -1.890 3.005 -1.635  0.297
H 2.311 0.220 0.499  0.362
H 0.543 -2.947 -0.061  0.292
O -0.226 -2.614 -0.420  -0.665
O -2.168 2.086 -2.059  -0.678
H -1.021 -3.125 -0.005  0.351

The frontier orbital gap is 10.12 eV. Its total charge is 0. For the total energy, the calculation gives -382.15384 a.u. The SMILES is O.O.O.O.O.

Entry 2:
This record from OMol25 describes C30H75BF4N5O10 as an isolated structure. The level of theory is ωB97M-V/def2-TZVPD.

Each line ends with the Mulliken charge.
Cartesian coordinates (Å):
O 41.678 6.823 25.121  -0.485
H 40.546 11.636 27.284  0.533
C 41.040 1.680 18.514  -0.836
H 44.042 3.304 29.332  0.110
H 39.326 10.257 30.746  0.283
C 40.610 -0.814 27.296  -0.428
H 42.049 7.754 26.727  0.046
H 41.594 3.565 31.296  0.041
H 42.077 6.248 27.236  -0.432
O 35.033 7.641 32.004  -0.393
O 41.344 -1.965 26.905  -0.190
C 42.691 3.595 31.617  -0.746
H 40.487 5.416 24.648  0.512
O 45.680 10.193 27.496  -0.183
C 41.452 5.506 24.478  -0.225
C 46.239 11.228 27.734  -0.705
H 41.117 1.848 17.472  0.231
H 41.122 6.178 22.486  0.396
H 41.947 -3.108 25.482  0.157
H 39.559 4.547 32.392  0.215
C 44.918 9.556 28.640  -0.297
C 41.303 4.126 20.921  -0.693
H 45.685 1.192 28.259  0.754
H 37.975 11.367 30.611  0.484
H 36.309 6.003 32.724  0.307
C 35.831 6.889 32.899  -0.865
H 42.175 3.673 27.223  0.574
H 39.613 9.963 28.490  -0.217
C 39.090 10.936 28.925  0.064
C 39.925 2.607 27.418  -1.665
C 44.166 6.045 29.462  -1.099
C 40.967 2.755 20.475  -0.147
H 41.956 3.498 28.733  0.312
H 43.914 10.061 28.852  0.017
H 40.325 1.302 18.891  0.477
H 41.998 1.175 18.883  0.257
H 39.719 3.341 28.105  0.366
H 41.869 2.051 20.641  0.235
C 44.726 8.131 28.169  -0.089
H 47.131 11.467 27.202  0.241
H 49.922 2.220 29.818  0.307
H 47.298 3.166 28.299  1.006
B 40.003 7.071 29.761  0.212
H 37.988 3.705 32.530  0.378
C 41.491 6.799 26.545  0.139
H 49.190 3.349 30.792  0.373
C 41.733 5.470 22.997  -0.885
C 43.511 5.554 30.785  -0.277
H 45.128 5.797 29.063  0.476
C 35.824 8.038 30.809  -0.138
H 43.063 7.834 29.054  -0.051
H 40.698 4.974 20.442  0.309
H 36.516 7.177 30.399  0.141
H 45.498 9.607 29.675  0.326
H 42.134 -0.208 28.790  0.109
H 39.988 2.625 20.935  0.265
F 40.333 5.691 29.460  -0.106
H 45.681 7.461 27.756  0.220
H 41.945 4.713 25.016  -0.091
C 39.404 2.150 30.985  -0.929
H 42.498 5.898 30.776  0.090
C 36.844 9.127 31.201  -0.738
H 35.053 8.354 30.082  0.278
C 39.069 3.644 32.681  -0.810
H 41.610 -1.318 25.098  0.302
H 40.910 0.012 26.711  0.328
O 40.019 11.970 28.934  -0.387
H 43.534 1.537 27.198  1.231
H 37.976 8.728 29.562  0.545
O 40.953 2.855 19.142  -0.305
N 37.502 9.533 29.968  -0.415
H 40.441 6.678 26.748  0.500
H 43.737 5.629 28.705  0.467
H 46.747 11.042 28.798  0.300
O 43.611 4.159 30.853  -0.482
H 49.241 3.580 29.139  0.365
C 41.178 -2.114 25.744  -0.850
H 40.195 -2.383 25.487  0.359
H 38.481 1.904 31.037  1.175
N 40.318 0.742 29.220  -0.063
H 42.412 4.552 20.602  0.215
H 43.027 2.594 31.570  0.398
H 36.609 7.497 33.506  0.269
N 44.049 7.501 29.305  0.054
H 44.083 8.036 27.393  0.034
F 38.960 7.485 28.863  -0.508
H 41.491 0.896 30.921  0.139
H 45.311 1.485 29.935  0.180
N 41.313 4.298 22.399  -0.161
H 41.604 12.799 28.001  0.230
N 44.460 2.786 28.453  -0.169
H 40.334 1.552 28.481  0.137
H 39.066 1.737 27.443  0.184
H 38.331 11.020 28.295  0.605
H 39.533 -0.980 27.346  0.367
C 45.592 1.936 28.868  -0.779
H 39.238 3.598 33.843  0.277
F 39.738 7.306 31.113  -0.344
H 40.003 0.164 31.283  0.338
H 40.612 -1.155 29.474  0.457
C 43.403 1.960 28.081  -2.272
H 45.514 12.117 27.391  0.153
H 39.301 3.041 30.315  0.053
H 42.073 3.635 22.723  0.196
H 42.765 5.565 22.875  0.401
H 43.138 1.225 28.664  1.123
H 36.142 10.060 31.503  0.172
C 49.114 2.890 29.939  -0.941
C 40.363 0.937 30.639  -0.513
H 46.753 3.890 29.502  0.361
H 44.025 5.790 31.664  0.485
H 42.809 3.914 32.695  0.378
O 39.681 2.468 32.330  -0.391
H 41.761 11.020 28.418  0.203
O 47.923 2.177 29.645  -0.434
C 46.879 2.855 29.028  -1.116
C 38.527 10.583 30.194  -0.923
H 39.931 3.246 26.680  0.857
H 37.555 8.917 31.882  0.474
H 35.314 6.537 33.740  0.466
C 42.206 2.934 27.961  -0.818
O 41.035 2.102 27.640  0.208
C 41.035 -0.458 28.746  -0.672
C 40.994 11.870 28.179  -0.779
F 41.045 7.863 29.279  -0.179

The frontier orbital gap is 7.35 eV. Its total charge is -1. For the total energy, the calculation gives -2637.78869 a.u.

In eV/Å, the maximum force values for the records above are, in order, 4.93 14.76.
In kcal per mole, the ΔE to the lowest compared entry with this formula, charge and spin values for the records above are, in order, 44.13 120.87.